Record 1
{
  "formula": "C3H14NOSTc",
  "method": "ωB97M-V with the def2-TZVPD basis set",
  "total_charge": 1,
  "multiplicity": 4,
  "homo_ha": [-0.486, -0.504],
  "de_lowest_ev": 1.146,
  "elements": ["C", "Tc", "N", "H", "H", "H", "H", "H", "H", "H", "H", "C", "S", "C", "O", "H", "H", "H", "H", "H", "H"],
  "coordinates": [[1.979, -0.265, -1.639], [0.451, -0.299, -0.135], [-1.090, -1.210, -1.305], [1.484, 0.715, 0.585], [0.425, -1.382, 1.047], [2.959, -0.249, -1.101], [1.947, 0.527, -2.415], [1.940, -1.265, -2.128], [-1.721, -0.514, -1.729], [-1.714, -1.839, -0.776], [-0.760, -1.781, -2.101], [-2.368, 1.663, 1.024], [-1.227, 0.247, 1.370], [-0.449, 0.792, 2.906], [-2.151, -0.886, 1.681], [-1.767, 2.555, 0.805], [-2.992, 1.789, 1.916], [-3.000, 1.344, 0.186], [-1.200, 0.824, 3.703], [0.326, 0.044, 3.117], [-0.034, 1.780, 2.685]],
  "forces_ev_per_a": [[0.4, -0.6, 0.6], [2.2, -0.3, -1.8], [-1.6, -1.0, -1.5], [0.2, 0.7, 0.5], [0.4, -0.2, 0.0], [-0.7, 0.2, -0.5], [-0.1, -0.3, 0.6], [-0.2, 0.5, 0.1], [0.2, -0.3, 0.1], [0.3, 0.3, 0.0], [0.0, 0.4, 0.4], [0.8, -0.4, 0.0], [-3.1, 0.6, 2.7], [0.0, 0.0, -0.5], [0.9, 0.5, -0.7], [-0.3, -0.2, 0.0], [0.3, -0.1, -0.1], [0.3, 0.2, 0.2], [0.0, 0.0, -0.3], [-0.2, 0.4, 0.0], [0.1, -0.2, 0.3]],
  "mulliken_charge": [-1.010, 0.081, -0.815, 0.120, 0.199, 0.317, 0.348, 0.293, 0.316, 0.328, 0.329, -0.970, 0.834, -1.016, -0.575, 0.381, 0.362, 0.335, 0.425, 0.335, 0.382]
}

=====

Record 2
{
  "formula": "C8H16O4V",
  "method": "ωB97M-V with the def2-TZVPD basis set",
  "total_charge": 1,
  "multiplicity": 5,
  "homo_ha": [-0.409, -0.474],
  "elements": ["C", "H", "H", "O", "C", "C", "O", "C", "V", "H", "H", "H", "H", "H", "C", "O", "C", "C", "O", "C", "H", "H", "H", "H", "H", "H", "H", "H", "H"],
  "coordinates": [[-2.072, -0.371, 3.884], [-2.894, -0.981, 3.479], [-1.679, -0.845, 4.790], [-3.865, 2.904, 0.931], [-4.602, 3.112, 2.086], [-3.766, 2.871, 3.339], [-3.071, 1.630, 3.100], [-2.480, 0.988, 4.154], [-2.496, 1.587, 1.128], [-5.466, 2.417, 2.119], [-4.998, 4.143, 2.160], [-4.388, 2.772, 4.239], [-3.008, 3.652, 3.499], [-2.043, 1.647, 4.906], [-0.856, -0.596, 2.649], [-1.129, 0.113, 1.452], [0.024, 0.265, 0.614], [-0.436, 0.754, -0.734], [-1.312, 1.851, -0.492], [-1.618, 2.622, -1.650], [0.041, -0.182, 3.126], [0.543, -0.696, 0.502], [0.698, 0.993, 1.091], [-0.966, -0.028, -1.297], [0.435, 1.082, -1.319], [-2.506, 3.217, -1.415], [-0.775, 3.288, -1.878], [-1.836, 1.957, -2.496], [-0.811, -1.664, 2.403]],
  "forces_ev_per_a": [[1.4, -1.3, -2.3], [0.0, 0.2, 0.4], [0.0, 0.0, -0.4], [1.1, -0.5, -0.2], [-0.8, 0.1, 0.6], [-0.3, 0.6, 0.3], [-0.5, -0.5, 0.3], [0.4, 0.8, 0.1], [-1.2, 0.8, 0.2], [0.2, 0.3, 0.0], [0.1, -0.3, -0.1], [0.2, 0.0, -0.2], [-0.2, -0.1, -0.1], [-0.1, -0.3, -0.1], [-1.3, 0.3, 2.9], [-0.1, 0.1, -0.1], [0.7, -0.1, -0.2], [0.3, -0.2, -0.2], [0.3, -0.2, -0.4], [-0.3, 0.6, -0.6], [0.1, -0.4, -0.4], [-0.1, 0.2, 0.1], [-0.1, -0.2, -0.1], [0.1, 0.2, 0.1], [-0.2, 0.0, 0.1], [0.2, -0.1, 0.0], [-0.2, -0.2, 0.0], [0.1, 0.2, 0.2], [0.2, 0.3, 0.3]],
  "mulliken_charge": [-0.783, 0.307, 0.404, -0.661, -0.356, -0.520, -0.359, -0.193, 1.131, 0.278, 0.351, 0.411, 0.288, 0.436, -0.605, -0.262, -0.396, -0.469, -0.373, -0.739, 0.433, 0.391, 0.338, 0.352, 0.395, 0.257, 0.277, 0.341, 0.326]
}

=====

Record 3
{
  "formula": "H3N2O2",
  "method": "ωB97M-V with the def2-TZVPD basis set",
  "total_charge": -1,
  "multiplicity": 1,
  "homo_ha": [-0.070, -0.069],
  "de_lowest_ev": 0.000,
  "elements": ["N", "N", "O", "O", "H", "H", "H"],
  "coordinates": [[0.261, -0.948, -0.847], [-0.038, 0.968, 1.077], [-1.141, 0.556, 0.639], [1.138, 0.014, -0.469], [0.456, -1.790, -0.225], [-0.767, -0.592, -0.713], [0.091, 1.791, 0.538]],
  "forces_ev_per_a": [[-0.5, -0.7, 0.2], [-0.4, -1.4, -0.2], [-1.1, -0.5, 0.7], [-0.2, 0.6, 0.4], [-0.9, 1.1, -0.6], [1.8, -0.6, 0.4], [1.2, 1.5, -0.8]],
  "mulliken_charge": [-0.390, -0.122, -0.510, -0.574, 0.156, 0.268, 0.171]
}

=====

Record 4
{
  "formula": "C32H35AsN3O6RuS2",
  "method": "ωB97M-V with the def2-TZVPD basis set",
  "multiplicity": 2,
  "homo_ha": [-0.254, -0.253],
  "de_lowest_ev": 0.329,
  "elements": ["Ru", "O", "C", "C", "O", "C", "C", "O", "C", "O", "O", "S", "C", "C", "C", "C", "C", "C", "As", "C", "C", "C", "C", "C", "C", "C", "C", "C", "C", "C", "C", "H", "H", "H", "H", "H", "H", "H", "H", "H", "H", "H", "H", "H", "H", "O", "S", "C", "C", "C", "C", "H", "H", "H", "H", "H", "H", "H", "H", "C", "N", "C", "C", "N", "N", "C", "C", "H", "H", "H", "H", "H", "H", "H", "H", "H", "H", "H", "H", "H"],
  "coordinates": [[0.102, 0.111, 0.889], [6.087, 1.245, 0.148], [4.931, 0.985, 0.339], [4.172, -0.231, -0.196], [4.627, -1.145, -0.854], [2.799, -0.031, 0.240], [2.661, 1.115, 1.014], [1.496, 1.441, 1.504], [3.931, 1.828, 1.145], [4.172, 2.867, 1.715], [1.772, -0.783, -0.020], [-1.713, 1.231, 1.689], [-1.842, 2.730, 0.746], [-2.666, 3.754, 1.218], [-2.807, 4.927, 0.497], [-2.139, 5.105, -0.710], [-1.326, 4.092, -1.190], [-1.170, 2.920, -0.459], [-0.147, 1.418, -1.084], [-1.215, 0.930, -2.627], [-2.562, 0.682, -2.366], [-3.438, 0.410, -3.404], [-2.973, 0.382, -4.713], [-1.637, 0.642, -4.977], [-0.757, 0.924, -3.938], [1.543, 2.069, -1.722], [2.350, 1.232, -2.491], [3.659, 1.595, -2.765], [4.169, 2.784, -2.260], [3.369, 3.613, -1.488], [2.055, 3.258, -1.216], [-3.189, 3.621, 2.156], [-3.443, 5.714, 0.881], [-2.254, 6.023, -1.270], [-0.804, 4.211, -2.134], [-2.928, 0.720, -1.343], [-4.484, 0.226, -3.194], [-3.654, 0.170, -5.526], [-1.275, 0.637, -5.997], [0.276, 1.150, -4.161], [1.987, 0.264, -2.815], [4.294, 0.927, -3.332], [5.202, 3.047, -2.442], [3.778, 4.518, -1.060], [1.450, 3.883, -0.571], [0.372, -0.669, 2.954], [-0.364, -1.766, 3.704], [0.132, -1.415, 5.424], [-1.099, -0.933, 6.191], [-1.994, -0.238, 5.169], [-2.060, -1.207, 3.999], [0.867, -0.621, 5.287], [0.621, -2.288, 5.852], [-0.805, -0.278, 7.010], [-1.630, -1.784, 6.624], [-1.552, 0.703, 4.834], [-2.986, -0.024, 5.565], [-2.433, -0.791, 3.065], [-2.629, -2.108, 4.244], [1.505, -3.222, 1.212], [0.738, -3.392, -0.009], [1.478, -4.039, -1.083], [-0.461, -2.817, -0.228], [-0.875, -1.720, 0.361], [-1.264, -3.474, -1.139], [-2.384, -2.782, -1.740], [-1.435, -4.915, -1.046], [1.527, -4.169, 1.761], [1.078, -2.444, 1.829], [2.523, -2.930, 0.964], [2.427, -3.512, -1.209], [0.920, -3.989, -2.013], [1.685, -5.087, -0.845], [-1.870, -1.602, 0.216], [-3.271, -2.760, -1.090], [-2.661, -3.299, -2.658], [-2.103, -1.763, -1.997], [-0.617, -5.360, -0.487], [-1.460, -5.359, -2.042], [-2.375, -5.157, -0.537]],
  "forces_ev_per_a": [[0.1, -0.5, -0.3], [0.0, 0.0, 0.0], [0.0, -0.1, 0.1], [0.0, 0.0, 0.0], [0.0, 0.0, 0.0], [0.0, 0.0, 0.1], [-0.1, -0.1, 0.0], [0.2, 0.3, -0.1], [0.0, 0.0, -0.1], [0.0, 0.0, 0.0], [0.0, 0.0, 0.3], [-0.1, 0.0, -0.1], [0.0, 0.0, 0.0], [0.0, 0.0, 0.0], [0.0, 0.0, 0.0], [0.0, 0.0, 0.0], [0.0, 0.0, 0.0], [0.0, 0.0, 0.0], [0.1, 0.0, 0.4], [-0.1, 0.0, 0.0], [0.0, 0.0, 0.0], [0.0, 0.0, 0.0], [0.0, 0.0, 0.0], [0.0, 0.0, 0.0], [0.0, -0.1, 0.0], [0.0, 0.0, -0.1], [0.0, 0.0, 0.0], [0.0, 0.0, -0.1], [0.0, 0.0, 0.0], [0.0, 0.0, 0.0], [0.0, 0.0, 0.0], [0.0, 0.0, 0.0], [0.0, 0.0, 0.0], [0.0, 0.0, 0.0], [0.0, 0.0, 0.0], [0.0, 0.0, 0.0], [0.0, 0.0, 0.0], [0.0, 0.0, 0.0], [0.0, 0.0, 0.0], [0.1, 0.0, 0.0], [0.0, 0.0, 0.0], [0.0, 0.0, 0.0], [0.0, 0.0, 0.0], [0.0, 0.0, 0.0], [0.0, 0.0, 0.0], [0.1, -0.1, 0.0], [0.0, 0.1, 0.1], [0.0, 0.0, 0.0], [0.0, 0.0, 0.0], [0.0, 0.0, 0.0], [0.0, 0.0, 0.0], [0.0, 0.0, 0.0], [0.0, 0.0, 0.0], [0.0, 0.0, 0.0], [0.0, 0.0, 0.0], [0.0, 0.0, 0.0], [0.0, 0.0, 0.0], [0.0, 0.0, 0.0], [0.0, 0.0, 0.0], [0.0, 0.0, 0.0], [0.1, 0.0, 0.0], [0.0, 0.0, 0.0], [0.0, -0.1, -0.1], [-0.3, 0.2, 0.0], [0.0, 0.0, 0.1], [0.0, 0.0, 0.0], [0.0, 0.0, 0.0], [0.0, 0.0, 0.0], [0.1, -0.1, -0.1], [0.0, 0.0, 0.0], [0.0, 0.0, 0.0], [0.0, 0.0, 0.0], [0.0, 0.0, 0.0], [0.0, 0.0, 0.0], [0.0, 0.0, 0.0], [0.0, 0.0, 0.0], [0.0, 0.0, 0.0], [0.0, 0.0, 0.0], [0.0, 0.0, 0.0], [0.0, 0.0, 0.0]],
  "mulliken_charge": [0.980, -0.617, 0.525, -0.382, -0.705, 0.708, 1.067, -1.121, -0.061, -0.670, -0.035, -0.429, 0.678, -0.631, -0.576, -0.847, -0.051, -0.885, 2.144, 0.754, -0.957, -0.462, -0.622, -0.622, -0.476, 1.046, -0.612, -0.877, -0.472, -0.695, -0.969, 0.458, 0.377, 0.404, 0.443, 0.295, 0.433, 0.390, 0.428, 0.421, 0.304, 0.393, 0.409, 0.401, 0.316, -0.675, 0.332, -0.734, -0.613, -0.483, -0.542, 0.274, 0.440, 0.351, 0.291, 0.196, 0.465, 0.062, 0.513, -0.921, 0.524, -1.254, 0.186, 0.105, 0.207, -1.088, -1.173, 0.382, -0.003, 0.328, 0.317, 0.405, 0.350, 0.125, 0.336, 0.373, 0.264, 0.373, 0.320, 0.372]
}

=====

Record 5
{
  "formula": "CH4S3Si",
  "method": "ωB97M-V with the def2-TZVPD basis set",
  "multiplicity": 1,
  "homo_ha": [-0.298, -0.326],
  "de_lowest_ev": 2.123,
  "elements": ["C", "Si", "S", "S", "S", "H", "H", "H", "H"],
  "coordinates": [[0.456, -0.697, 2.493], [0.307, -0.260, -1.109], [0.298, -2.236, 2.649], [0.268, 0.872, 2.933], [1.971, 0.093, 0.124], [-0.646, 0.835, -0.944], [0.788, -0.335, -2.484], [-0.307, -1.513, -0.671], [-0.352, 0.693, 4.141]],
  "forces_ev_per_a": [[0.5, -0.8, -1.0], [0.3, 0.1, 0.6], [0.0, 0.7, 0.0], [0.0, 0.4, 0.2], [-0.2, -0.2, 1.0], [-0.4, 0.2, -0.2], [0.0, -0.1, -0.4], [-0.3, -0.3, -0.1], [0.1, -0.1, -0.2]],
  "mulliken_charge": [0.221, 0.567, -0.146, -0.038, -0.325, -0.129, -0.148, -0.149, 0.147]
}

=====

Record 6
{
  "formula": "C2H8N3O",
  "method": "ωB97M-V with the def2-TZVPD basis set",
  "total_charge": 1,
  "multiplicity": 1,
  "homo_ha": [-0.478, -0.478],
  "de_lowest_ev": 6.641,
  "elements": ["C", "C", "N", "N", "N", "O", "H", "H", "H", "H", "H", "H", "H", "H"],
  "coordinates": [[-0.419, 1.326, -0.401], [-1.217, 0.495, 0.626], [2.485, 0.189, -0.244], [-1.249, -0.812, 0.624], [-0.678, -1.675, -0.155], [3.261, -0.727, -0.358], [-0.895, 1.319, -1.309], [-0.156, 2.310, 0.053], [0.591, 0.726, -0.473], [-1.711, 0.922, 1.449], [-1.835, -1.200, 1.477], [-0.736, -1.549, -1.193], [-0.271, -2.517, 0.182], [2.830, 1.193, -0.279]],
  "forces_ev_per_a": [[2.4, -1.9, 4.1], [1.8, -0.7, -2.2], [-0.6, -1.6, 0.1], [-2.5, 1.9, 4.7], [0.8, -0.6, -4.3], [-0.3, 2.2, 0.1], [-1.1, 0.5, -2.3], [-0.7, -0.6, -0.7], [-1.9, 1.0, -0.1], [-0.8, 0.6, 0.8], [1.5, 0.6, -2.2], [0.1, -0.1, 1.7], [0.0, -0.4, 0.6], [1.4, -0.7, -0.2]],
  "mulliken_charge": [-0.776, 0.060, -0.056, 0.175, -0.522, -0.261, 0.383, 0.347, 0.178, 0.424, 0.328, 0.262, 0.225, 0.234]
}